160
Properties=species:S:1:pos:R:3:forces:R:3 method="wB97M-V/def2-TZVPD" e_tot_ev=-198147.5489 e_lumo_ev="-3.33 / -3.07" total_charge=+1 s2=0.7658 multiplicity=2 homo_lumo_gap_ev="5.743 / 5.981"
Ru -0.4730 -0.5721 0.0583 -1.4 0.2 -0.9
Cl 2.2380 5.2762 -6.6274 -0.1 0.0 -0.1
Cl 8.6547 1.9590 0.1246 0.1 -0.1 0.1
Cl 4.7477 0.4603 -3.2054 0.0 -0.1 -0.1
S 0.4938 -2.2590 1.7607 1.4 -0.6 -0.9
S -5.1803 0.8305 -0.2838 -0.1 0.1 0.2
S 0.6998 7.2832 -5.0287 0.3 -0.1 0.0
S -2.8255 -0.3047 1.0557 1.9 0.4 -0.4
P -1.7650 -3.3617 -0.0359 -0.1 -0.3 0.1
P 0.0410 0.9030 2.0705 -0.9 0.3 -0.4
O 4.2063 4.2970 -4.3706 0.1 0.0 0.0
O 0.9847 -3.1465 0.6891 0.3 -0.5 0.1
O 0.7599 -1.4616 -1.3539 -0.2 -0.3 1.9
N -3.1385 -0.1254 -1.6180 -0.9 0.5 -0.7
N -1.8897 -0.6342 -1.8075 1.6 -0.1 1.1
N 0.5001 1.1868 -1.5398 -0.5 -0.2 0.8
N 1.6829 2.8758 -2.3039 -0.3 0.0 0.1
C -0.1234 1.6962 -2.6502 0.0 0.2 -0.1
C 1.5769 1.9189 -1.3633 0.2 -0.2 0.0
C 4.6330 0.0980 6.0395 0.0 0.0 0.0
C 4.3294 5.7017 -4.2071 -0.1 0.0 0.0
C 5.0782 3.0573 -2.4241 0.0 -0.1 -0.2
C 1.3092 0.5718 3.3412 0.0 -0.2 -0.3
C -0.5838 3.0626 0.5536 0.1 0.0 0.1
C -0.9953 -6.8751 5.3671 0.0 0.0 0.0
C 2.6966 3.8997 -2.4133 0.3 0.0 -0.3
C -2.0026 -5.3081 -3.6886 0.0 0.0 -0.1
C -0.6682 -5.5738 -3.9473 0.0 0.0 -0.1
C -0.4612 4.3165 -0.0159 0.0 0.0 0.0
C 3.4201 0.4411 5.2137 -0.1 0.0 -0.1
C -4.4313 -2.9037 -0.8959 0.0 0.0 0.1
C -6.3699 -3.1999 0.4907 -0.1 0.1 0.0
C 1.5911 4.6404 1.1944 0.0 0.1 0.0
C -5.8051 -2.8335 -0.7202 -0.1 0.1 0.0
C 1.4597 3.3873 1.7793 0.0 -0.2 0.0
C -1.4469 -4.7436 1.1483 0.0 0.0 -0.1
C -0.1412 -3.4547 2.9573 -0.5 0.6 0.1
C 0.3623 2.5924 1.4707 0.0 -0.1 -0.3
C 0.6310 5.1110 0.3116 0.0 0.0 0.0
C 6.8389 3.6861 -0.8689 0.0 0.1 0.0
C 0.1907 -3.3767 4.2884 0.0 0.1 -0.1
C -4.3956 4.5960 -3.5658 0.0 0.1 0.0
C 3.8860 3.4317 -3.2901 0.0 0.0 0.2
C 1.5196 1.5549 4.2906 -0.1 -0.1 0.0
C -2.0201 -5.9641 0.8479 0.1 0.1 0.1
C 2.1218 -0.5937 3.3675 0.2 0.1 0.1
C -3.3030 2.3515 4.0156 0.0 0.0 0.0
C -3.6170 1.2878 4.8456 0.0 0.0 0.0
C 5.1412 -1.2497 5.4599 0.1 0.0 0.0
C -3.2976 3.9047 -3.0756 0.0 0.0 0.0
C -2.3742 -4.6409 -2.5292 0.0 -0.1 0.1
C -4.6603 2.5463 0.1863 -0.1 -0.4 -0.3
C 5.7376 4.0043 -1.6417 0.0 -0.1 0.0
C -4.1768 -3.6572 1.3613 0.0 0.0 -0.1
C -2.1215 -7.0291 1.7626 0.0 -0.1 0.1
C -0.3360 -1.4356 -3.4955 0.5 0.0 0.3
C -1.6425 -1.0441 -3.0317 -0.5 0.1 0.1
C -0.6554 -5.5655 4.7048 0.0 0.1 -0.1
C -1.0518 -5.6136 3.3535 0.1 0.1 0.0
C -1.6723 -6.8356 3.0390 0.0 0.1 -0.1
C -1.7063 0.0928 4.0259 0.1 0.1 -0.1
C -4.5124 3.3679 -1.0597 -0.1 0.0 0.0
C 0.7817 -1.6347 -2.6206 -0.4 0.4 -0.9
C -3.3560 3.2944 -1.8325 0.0 0.0 0.1
C -1.7195 -7.7018 4.2713 0.0 -0.1 0.0
C -3.5979 -3.3444 0.1289 0.1 0.1 0.0
C -0.1030 -1.5762 -4.8814 0.0 -0.1 -0.2
C 7.2934 2.3775 -0.8482 -0.2 0.1 -0.2
C 0.5949 2.7493 -3.1302 0.0 -0.1 0.0
C -3.5659 0.0999 -0.4424 0.0 -0.3 -0.2
C -5.5353 4.7137 -2.7842 0.0 0.0 0.0
C 1.9967 -1.7916 2.6289 -0.3 0.1 0.0
C 1.3670 7.9327 -3.5874 -0.2 0.0 -0.1
C -5.5920 4.1022 -1.5420 0.0 0.0 0.0
C 2.0980 6.2986 -5.2650 -0.1 0.2 0.2
C 2.5865 7.4075 -3.3077 0.0 0.0 0.0
C -1.3909 1.1590 3.1821 0.1 -0.2 0.1
C 3.1981 -0.5818 4.2749 -0.1 0.0 -0.1
C -0.0777 -4.4245 5.1895 0.0 -0.2 0.1
C 1.1109 -1.9389 -5.4026 -0.1 0.0 -0.1
C 6.6502 1.4009 -1.5865 0.1 -0.1 0.0
C -5.5493 -3.5973 1.5355 0.0 -0.1 0.0
C -0.8712 -4.5617 2.4348 -0.1 -0.1 0.0
C -0.0643 -4.5033 -1.8830 0.0 0.0 0.0
C -2.8114 0.1577 4.8545 0.0 -0.1 0.0
C 0.3007 -5.1712 -3.0398 -0.1 0.0 0.0
C 4.0930 -2.6678 3.5116 0.0 0.1 0.1
C 2.9681 -2.7629 2.6722 -0.1 0.0 -0.1
C 2.5530 1.4999 5.2441 0.1 0.0 0.1
C 4.1686 -1.5986 4.3635 -0.1 0.0 -0.1
C -2.1909 2.2946 3.1870 0.1 0.0 0.0
C 5.5507 1.7450 -2.3598 0.0 0.2 0.1
C 2.1873 -2.1881 -4.5406 -0.2 0.0 0.0
C -1.4073 -4.2291 -1.6139 0.0 0.1 0.0
C 3.0194 6.4477 -4.2692 0.0 -0.1 -0.2
C -2.8102 -1.0257 -3.9891 0.0 0.0 0.0
C 2.0208 -2.0400 -3.1923 0.0 0.0 0.3
H -2.5975 -1.4742 -4.9505 0.0 0.0 0.1
H 0.4397 3.4068 -3.9693 0.0 0.0 0.0
H 5.3905 0.8795 5.9739 0.0 0.0 0.0
H 2.6550 2.3000 5.9659 0.0 0.0 0.0
H -0.0861 -7.3742 5.7062 0.0 0.0 0.0
H 0.6913 -4.1860 -1.1814 0.1 0.0 0.0
H -6.3901 5.2658 -3.1524 0.0 0.0 0.0
H 0.8112 8.6695 -3.0302 0.0 0.0 0.0
H 2.4524 5.2513 1.4352 0.0 0.0 0.0
H -4.0097 -2.5994 -1.8406 0.0 0.0 0.0
H -3.0445 -0.6749 5.5057 0.0 0.0 0.0
H 2.8312 -3.6351 2.0440 0.0 0.0 0.1
H -4.3698 5.0316 -4.5562 0.0 0.1 0.0
H 0.8577 2.4132 4.3024 0.0 0.0 0.0
H 4.9577 6.0142 -5.0431 0.0 0.0 0.0
H -3.9275 3.2354 4.0050 0.0 0.0 0.0
H -6.4340 -2.4792 -1.5271 0.0 0.0 0.0
H -2.7644 -5.6281 -4.3883 0.0 0.0 0.0
H -1.9561 3.1358 2.5493 0.0 0.0 0.0
H 3.0295 4.1637 -1.4115 -0.1 0.1 0.0
H -2.5080 2.7248 -1.4743 0.0 0.0 0.0
H 4.3578 0.0007 7.0907 0.0 0.0 0.0
H -1.4081 2.4117 0.2817 0.0 0.0 0.0
H 0.7114 -2.5022 4.6595 0.0 0.0 0.0
H 3.1831 7.7046 -2.4555 0.0 0.0 0.0
H 4.8350 -3.4550 3.5026 0.0 0.0 0.0
H -3.6533 -1.5501 -3.5464 0.0 0.0 0.0
H -0.3816 -6.0936 -4.8524 0.0 0.0 0.0
H 5.3796 5.0238 -1.6155 0.0 0.0 0.0
H -6.4978 4.1716 -0.9508 0.0 0.0 0.0
H -2.3987 3.8210 -3.6743 0.0 0.0 0.0
H 6.1569 -1.1621 5.0717 0.0 0.0 0.0
H -1.6224 -6.7188 6.2455 0.0 0.0 0.0
H -1.2342 -8.6633 4.1007 0.0 0.0 0.0
H -3.5520 -3.9495 2.1947 0.0 -0.1 0.0
H -3.4252 -4.4840 -2.3365 0.0 0.0 0.0
H 3.1484 -2.4798 -4.9453 0.0 0.0 0.0
H 1.2253 -2.0297 -6.4741 0.0 0.0 0.0
H 6.9984 0.3783 -1.5636 0.0 0.0 0.0
H -3.1438 0.0056 -4.1245 0.0 0.0 0.0
H -1.0338 1.2831 -3.0443 0.0 0.1 0.1
H -0.8929 -1.3503 -5.5819 0.0 -0.1 0.0
H -3.7409 2.4377 0.7611 0.0 0.1 0.1
H -4.4854 1.3395 5.4887 0.0 0.0 0.0
H 3.5690 2.5314 -3.8113 -0.1 0.0 0.1
H -1.0833 -0.7962 4.0196 -0.1 0.0 0.1
H -2.4565 -6.1054 -0.1331 0.0 0.0 0.0
H 0.7364 6.0919 -0.1358 0.0 0.0 0.0
H 2.2369 4.7698 -2.8744 -0.1 0.0 0.1
H 5.1623 -2.0304 6.2213 0.0 0.0 0.0
H -2.7517 -7.9131 4.5550 0.0 0.0 0.0
H 2.8295 -2.2145 -2.4933 0.0 0.0 0.0
H 4.8486 5.9758 -3.2883 0.1 0.0 0.0
H 0.2164 -4.3273 6.2265 0.0 0.0 0.0
H -5.9776 -3.8769 2.4896 0.0 0.1 0.0
H 1.3446 -5.3803 -3.2343 0.0 0.0 0.0
H 7.3415 4.4460 -0.2872 0.0 0.0 0.0
H -7.4423 -3.1593 0.6297 0.0 0.0 0.0
H -1.2018 4.6656 -0.7249 0.0 0.0 0.0
H -5.4543 2.9142 0.8330 0.0 0.1 0.0
H 2.2173 3.0342 2.4657 0.0 0.0 -0.1
H -2.5851 -7.9582 1.4563 0.0 0.0 0.0
H 2.3109 1.7852 -0.5849 0.0 0.0 0.0